<i>
Here is an isolated molecule of C5H11N3O4 from the OMol25 dataset. Energies are from ωB97M-V with the def2-TZVPD basis set.

Properties
* SMILES: CCOC(=O)NCC/N=[N+](\[O-])O
* net charge: 0

The geometry in XYZ format:
```
23
C5H11N3O4 ωB97M-V with the def2-TZVPD basis set
C 3.263 0.216 -0.718
C 2.193 0.267 0.385
O 0.916 -0.306 -0.091
C 0.421 -1.339 0.668
O 0.839 -1.551 1.782
N -0.578 -1.921 0.077
C -1.234 -1.276 -1.025
C -2.394 -0.385 -0.447
N -1.853 0.303 0.696
N -1.950 1.513 0.897
O -2.414 2.429 0.218
O -1.338 1.883 2.103
H 3.509 -0.697 -1.150
H 3.000 0.866 -1.544
H 4.219 0.688 -0.245
H 1.897 1.368 0.553
H 2.431 -0.224 1.356
H -1.034 -2.480 0.676
H -1.706 -2.093 -1.662
H -0.507 -0.647 -1.447
H -2.880 0.140 -1.133
H -2.988 -1.193 0.091
H -0.927 1.154 2.636
```

Results of the Mulliken charge analysis, in e, for atoms 1 through 8:
1. C -1.139
2. C -0.307
3. O -0.277
4. C 0.727
5. O -0.683
6. N -0.200
7. C -0.542
8. C -0.739

***

<ii>
Here is a cluster of 2 separate species, C5H11N3O4 in total from the OMol25 dataset. Energies are from ωB97M-V with the def2-TZVPD basis set.

Properties
* SMILES: CC(=O)N(C)O.O=CNNC=O
* net charge: 0

The geometry in XYZ format:
```
23
C5H11N3O4 ωB97M-V with the def2-TZVPD basis set
C -0.905 0.242 -0.525
C -2.296 0.731 -0.257
O -2.642 1.885 -0.411
N -3.212 -0.236 0.137
C -4.428 0.157 0.824
O -2.658 -1.399 0.654
H -0.337 1.073 -0.967
H -0.949 -0.604 -1.211
H -0.417 -0.067 0.426
H -5.222 -0.580 0.628
H -4.270 0.243 1.918
H -4.724 1.129 0.425
H -2.919 -2.070 0.015
O 0.999 -0.892 -1.106
C 2.181 -0.832 -0.887
N 2.828 0.302 -0.472
N 4.188 0.345 -0.329
C 4.791 0.193 0.895
O 5.982 0.304 1.071
H 2.893 -1.671 -0.981
H 2.294 1.163 -0.407
H 4.766 0.637 -1.117
H 4.057 -0.053 1.677
```

Results of the Mulliken charge analysis, in e, for atoms 1 through 8:
1. C -0.729
2. C 0.476
3. O -0.641
4. N 0.092
5. C -0.880
6. O -0.423
7. H 0.226
8. H 0.353

***

Which one sits at the bottom of the stability order? <i> does.

***

<i>
Here is a cluster of 2 separate species, CH4NOP in total from the OMol25 dataset. Energies are from ωB97M-V with the def2-TZVPD basis set.

Properties
* SMILES: C#[N+][O-].P
* net charge: 0

The geometry in XYZ format:
```
8
CH4NOP ωB97M-V with the def2-TZVPD basis set
C -1.215 -0.629 0.414
N -1.808 0.020 -0.343
O -2.270 0.913 -0.996
H -1.138 -1.670 0.545
P 2.045 0.107 0.023
H 0.965 -0.566 0.613
H 2.245 1.379 0.753
H 1.175 0.445 -1.008
```

Mulliken analysis output, partial charges in e:
1. C -0.338
2. N 0.544
3. O -0.549
4. H 0.328
5. P -0.028
6. H -0.038
7. H 0.065
8. H 0.016

***

<ii>
Here is a cluster of 2 separate species, CH4NOP in total from the OMol25 dataset. Energies are from ωB97M-V with the def2-TZVPD basis set.

Properties
* net charge: 0

The geometry in XYZ format:
```
8
CH4NOP ωB97M-V with the def2-TZVPD basis set
C -1.406 -0.150 0.502
N 1.887 0.274 -0.051
O -1.377 -1.189 -0.435
P -1.074 0.161 -1.217
H -2.273 0.341 0.845
H -0.428 0.020 1.123
H 2.402 -0.613 -0.213
H 2.269 1.155 -0.555
```

Mulliken analysis output, partial charges in e:
1. C -0.293
2. N -0.486
3. O -0.246
4. P 0.057
5. H 0.294
6. H 0.246
7. H 0.207
8. H 0.221

***

Which one sits at the bottom of the stability order? <ii> does.

***

<i>
Here is a cluster of 2 separate species, CH4NOP in total from the OMol25 dataset. Energies are from ωB97M-V with the def2-TZVPD basis set.

Properties
* SMILES: C#[N+][O-].P
* net charge: 0

The geometry in XYZ format:
```
8
CH4NOP ωB97M-V with the def2-TZVPD basis set
C -0.609 -1.284 -0.856
N -1.593 -0.783 -0.648
O -2.505 -0.178 -0.098
H 0.086 -1.969 -1.152
P 1.604 0.778 0.582
H 0.455 0.569 -0.325
H 0.850 0.735 1.676
H 1.712 2.131 0.821
```

Mulliken analysis output, partial charges in e:
1. C -0.321
2. N 0.472
3. O -0.564
4. H 0.421
5. P -0.091
6. H 0.005
7. H 0.037
8. H 0.041

***

<ii>
Here is a cluster of 2 separate species, CH4NOP in total from the OMol25 dataset. Energies are from ωB97M-V with the def2-TZVPD basis set.

Properties
* net charge: 0

The geometry in XYZ format:
```
8
CH4NOP ωB97M-V with the def2-TZVPD basis set
C -0.188 -0.936 0.946
N -0.346 1.009 -1.509
O 1.051 -0.309 1.357
P -0.172 0.620 1.777
H -0.158 -0.820 -0.105
H -0.468 -1.911 1.303
H 0.576 0.548 -1.621
H -0.294 1.798 -2.149
```

Mulliken analysis output, partial charges in e:
1. C -0.143
2. N -0.503
3. O -0.256
4. P 0.059
5. H 0.122
6. H 0.266
7. H 0.238
8. H 0.217

***

Which one sits at the bottom of the stability order? <i> does.

***

<i>
Here is a cluster of 3 separate species, C3H12NO3 in total from the OMol25 dataset. Energies are from ωB97M-V with the def2-TZVPD basis set.

Properties
* net charge: -1

The geometry in XYZ format:
```
19
C3H12NO3 ωB97M-V with the def2-TZVPD basis set
C 0.140 1.884 0.607
N 0.398 1.133 -0.601
C 1.497 0.131 -0.463
O 1.162 -1.014 0.191
C -1.286 2.456 0.594
H 0.873 2.694 0.747
H 0.266 1.278 1.525
H -0.427 0.607 -0.829
H 1.736 -0.112 -1.521
H 2.350 0.667 -0.011
H -1.822 2.530 1.533
H -1.123 3.458 0.161
H -1.953 1.979 -0.125
H -0.688 -0.974 0.484
H -1.560 -2.103 0.446
O -1.564 -1.234 0.869
H 0.513 -1.931 -0.567
H 0.703 -3.100 -1.640
O -0.029 -2.661 -1.169
```

Results of the Mulliken charge analysis, in e, for atoms 1 through 8:
1. C -0.242
2. N -0.595
3. C -0.408
4. O -0.919
5. C -1.122
6. H 0.383
7. H 0.297
8. H 0.257

***

<ii>
Here is a cluster of 3 separate species, C3H12NO3 in total from the OMol25 dataset. Energies are from ωB97M-V with the def2-TZVPD basis set.

Properties
* net charge: -1

The geometry in XYZ format:
```
19
C3H12NO3 ωB97M-V with the def2-TZVPD basis set
C -0.844 0.189 1.726
C 0.655 0.134 1.308
C 0.914 -0.594 -0.007
O 0.462 0.070 -1.149
N -1.829 -0.252 0.733
H -1.107 1.212 1.980
H -1.008 -0.384 2.647
H 0.994 1.167 1.222
H 1.249 -0.298 2.125
H 0.418 -1.589 0.096
H 1.997 -0.808 -0.076
H -1.727 -1.236 0.534
H -1.587 0.226 -0.129
H 0.552 1.611 -0.892
H 0.795 3.075 -1.515
O 0.585 2.612 -0.693
H -0.229 -1.621 -1.869
H 0.045 -1.425 -3.319
O -0.336 -2.089 -2.722
```

Results of the Mulliken charge analysis, in e, for atoms 1 through 8:
1. C -0.589
2. C -0.563
3. C -0.567
4. O -0.969
5. N -0.784
6. H 0.261
7. H 0.341
8. H 0.336

***

<iii>
Here is a cluster of 3 separate species, C3H12NO3 in total from the OMol25 dataset. Energies are from ωB97M-V with the def2-TZVPD basis set.

Properties
* net charge: -1

The geometry in XYZ format:
```
19
C3H12NO3 ωB97M-V with the def2-TZVPD basis set
C -1.612 0.739 -0.387
N -1.095 -0.335 0.472
C 0.223 0.091 1.023
O 1.121 0.508 -0.100
C -3.063 0.533 -0.752
H -1.444 1.808 0.006
H -1.067 0.803 -1.358
H -0.864 -1.095 -0.157
H 0.504 -0.655 1.903
H -0.212 0.909 1.701
H -3.683 0.546 0.210
H -3.242 -0.364 -1.407
H -3.330 1.456 -1.337
H 1.182 -2.199 -0.925
H 0.994 -0.832 -1.269
O 0.717 -1.704 -1.623
H 2.333 0.073 0.911
H 3.588 1.119 1.053
O 3.113 0.270 1.481
```

Results of the Mulliken charge analysis, in e, for atoms 1 through 8:
1. C -0.245
2. N -0.517
3. C -0.476
4. O -0.976
5. C -1.020
6. H 0.324
7. H 0.196
8. H 0.364

***

Which one sits at the bottom of the stability order? <iii> does.